Formula: C3H23N2O6
Source: OMol25
Level of theory: ωB97M-V/def2-TZVPD

Computed properties:
Energy relative to the best compared isomer or geometry (same formula, charge and spin)   3.1541 eV
Max |F|   5.5 eV/A
Total charge   +1
Multiplicity   1

Structure (XYZ):
```
34
C3H23N2O6, DFT ωB97M-V/def2-TZVPD
C -1.809 -0.496 -2.277
C -0.568 -1.412 -2.513
C 0.758 -0.558 -2.675
N 1.316 -0.119 -1.266
N -1.632 0.506 -1.204
H -2.606 -1.193 -1.953
H -2.141 0.102 -3.127
H -0.238 -2.157 -1.737
H -0.844 -1.897 -3.565
H 1.759 -0.793 -3.160
H 0.565 0.339 -3.323
H 2.096 0.539 -1.326
H 1.599 -1.000 -0.700
H 0.503 0.223 -0.595
H -1.664 0.224 -0.288
H -1.877 1.408 -1.301
H 1.630 -0.498 1.982
H 1.064 0.847 1.380
O 1.456 -0.013 1.119
H 1.457 -2.986 1.844
H 1.818 -2.917 3.274
O 1.545 -2.316 2.565
H -1.611 1.705 3.216
H -1.723 3.178 2.705
O -1.994 2.275 2.594
H 0.124 2.608 0.144
H -1.057 1.899 0.840
O -0.159 1.760 0.529
H -2.205 -1.328 2.047
H -3.576 -0.663 1.511
O -2.820 -1.359 1.277
H 4.221 0.992 -0.357
H 3.068 0.800 0.655
O 3.418 1.237 -0.093
```